This record from the Open Molecules 2025 dataset describes a molecular structure, C9H11N4 in a non-equilibrium geometry. The level of theory is ωB97M-V with the def2-TZVPD basis set.

CARTESIAN COORDINATES (ANGSTROEM)
N 1.769 0.717 -0.257
N 2.749 -1.200 0.615
N -6.411 0.474 0.055
N 0.543 -1.247 0.079
C -3.318 -0.138 0.079
C -1.174 0.323 0.778
C -2.512 0.682 0.800
C -3.013 -1.231 -0.673
C -5.272 0.355 0.030
C -1.673 -1.566 -0.664
C 3.023 1.419 -0.428
C -0.720 -0.800 0.044
C 1.652 -0.572 0.148
H 0.972 1.099 -0.742
H -3.736 -1.813 -1.215
H 2.806 2.462 -0.639
H -7.405 0.584 0.039
H 3.609 1.374 0.491
H -2.854 1.530 1.365
H 3.664 -0.834 0.414
H 3.613 1.012 -1.258
H 2.666 -2.178 0.837
H -0.475 0.900 1.365
H -1.342 -2.436 -1.209

Computed properties:
Maximum force ... 0.06069 Eh/bohr
Molecular weight ... 175.215 g/mol
Calculated total energy ... -568.245588 hartree
E_HOMO ... -11.1 eV
LUMO energy ... -3.6920 eV
Kohn-Sham gap ... 7.426 eV
Total charge ... +1
Relative energy (zero: lowest compared OMol25 entry of this formula, charge and spin) ... 2.758 eV

This record from the Open Molecules 2025 dataset describes a gas-phase ion, C5H12NO (charge +1) in a non-equilibrium geometry. The level of theory is ωB97M-V with the def2-TZVPD basis set.

CARTESIAN COORDINATES (ANGSTROEM)
O 0.491 -0.460 1.891
N 1.322 0.381 -0.686
C -1.328 0.319 0.494
C -1.060 -0.311 -0.909
C 2.023 1.109 -1.449
C 0.414 -0.679 -1.122
C -0.999 -0.341 1.807
H -1.395 0.413 -1.656
H 1.938 1.045 -2.526
H -1.302 0.333 2.609
H -1.286 -1.382 1.946
H -1.664 -1.207 -0.968
H 0.757 -1.099 -2.074
H 0.706 -0.647 2.807
H -2.412 0.472 0.509
H -0.874 1.313 0.357
H 0.605 -1.479 -0.401
H 2.590 1.909 -0.977
H 1.474 0.309 0.347

Computed properties:
Maximum force ... 0.04974 Eh/bohr
Molecular weight ... 102.157 g/mol
Calculated total energy ... -327.425427 hartree
E_HOMO ... -14.6 eV
LUMO energy ... -4.7171 eV
Kohn-Sham gap ... 9.873 eV
Structure (SMILES) ... C=[NH+]CCCCO
Total charge ... +1
Relative energy (zero: lowest compared OMol25 entry of this formula, charge and spin) ... 0.929 eV

This record from the Open Molecules 2025 dataset describes a gas-phase ion, C5H10N3 (charge +1) in a non-equilibrium geometry. The level of theory is ωB97M-V with the def2-TZVPD basis set.

CARTESIAN COORDINATES (ANGSTROEM)
N -0.871 1.406 -0.495
N 0.744 -1.297 -1.454
N 0.368 0.089 1.721
C 1.117 -1.287 -0.250
C -0.511 -0.655 -1.846
C 0.790 1.315 1.503
C -1.207 0.202 -0.860
C 0.482 -1.008 1.020
H 0.227 -1.934 1.546
H -1.077 -1.573 -1.927
H -1.396 1.947 0.111
H 1.350 1.524 0.611
H 0.592 2.103 2.123
H 0.062 -0.125 2.673
H 1.885 -2.112 -0.303
H -0.429 -0.233 -2.969
H -2.119 -0.164 -0.277
H -0.009 1.802 -0.925

Computed properties:
Maximum force ... 0.07871 Eh/bohr
Molecular weight ... 112.156 g/mol
Calculated total energy ... -360.388516 hartree
E_HOMO (alpha / beta) ... -11.9 / -11.9 eV
LUMO energy (alpha / beta) ... -4.3346 / -4.3343 eV
Kohn-Sham gap (alpha / beta) ... 7.610 / 7.611 eV
Total charge ... +1
Relative energy (zero: lowest compared OMol25 entry of this formula, charge and spin) ... 5.077 eV